The following is a quantum chemistry calculation of the molecule C4H6O2, from the OMol25 dataset.

```
12
Properties=species:S:1:pos:R:3
O -1.30618 -0.31415 -1.49038
C -1.31698 -0.87847 -0.42170
C -0.44844 -0.47106 0.74385
C 0.34756 0.78093 0.41034
C 1.38077 0.51618 -0.66369
O 1.89293 -0.56270 -0.84235
H -1.99053 -1.74207 -0.24663
H 0.22067 -1.31111 0.97123
H -1.08967 -0.33086 1.62363
H -0.31345 1.58589 0.07354
H 0.88573 1.15052 1.29435
H 1.67462 1.39170 -1.27760
```

Computed properties:
Orbital gap = 0.4009 Eh
Relative energy (zero: lowest compared OMol25 entry of this formula, charge and spin) = 89.7 kJ/mol
E_HOMO = -9.97 eV
SMILES string = O=CCCC=O
Largest force on an atom = 0.5 eV Å⁻¹
Multiplicity = 1